Molecular formula: C40H36ClN3Si2Sr
Method: DFT, ωB97M-V/def2-TZVPD

Structure (XYZ):
```
83
C40H36ClN3Si2Sr ωB97M-V/def2-TZVPD
C -1.94587 -0.97561 4.54957
C -2.49416 -0.37161 3.38064
C -2.51272 -1.35386 2.34466
H -2.87562 0.64745 3.30121
C -1.97368 -2.56121 2.87816
C -1.63036 -2.32810 4.23809
H -1.25381 -3.07485 4.93862
H -1.85866 -0.51042 5.53147
H -2.92271 -1.22858 1.33990
H -1.89370 -3.51384 2.34712
Sr 0.22460 -0.73654 2.66793
Si -0.63174 -0.36151 -4.06020
C -0.27642 1.14507 -5.10346
C 1.03864 1.31343 -5.56608
H 1.78085 0.53363 -5.39239
C 1.39644 2.50478 -6.20179
H 2.42826 2.63660 -6.52931
C 0.45443 3.51614 -6.39358
H 0.74246 4.44710 -6.88359
C -0.86234 3.32811 -5.95248
H -1.60048 4.11952 -6.10035
C -1.23731 2.14528 -5.31370
H -2.25843 1.99006 -4.95333
C 0.06258 -1.77755 -5.03410
C -0.20841 -1.85842 -6.41118
H -0.86620 -1.11936 -6.87309
C 0.38741 -2.86301 -7.17744
H 0.18060 -2.91261 -8.24771
C 1.25398 -3.78339 -6.57513
H 1.72463 -4.55718 -7.17975
C 1.52892 -3.69664 -5.20726
H 2.22855 -4.39114 -4.74156
C 0.91736 -2.71132 -4.42681
H 1.12592 -2.63718 -3.35921
H -2.08841 -0.43853 -4.02715
Si 1.03185 0.34270 -2.17081
C 0.17318 -1.18853 -1.37901
C -1.22260 -1.40221 -1.49626
H -1.89897 -0.65154 -1.92038
C -1.82123 -2.59637 -1.08225
H -2.89305 -2.72895 -1.23040
C -1.05672 -3.60518 -0.51286
H -1.52571 -4.54225 -0.20591
C 0.31238 -3.39104 -0.33312
H 0.91535 -4.16312 0.14125
C 0.92415 -2.21249 -0.77670
H 1.99703 -2.06150 -0.62674
C -0.09092 1.72154 -1.57595
C -1.13036 1.55813 -0.64148
H -1.30087 0.59252 -0.17081
C -2.00110 2.60893 -0.34550
H -2.81786 2.43424 0.35843
C -1.83375 3.84808 -0.95838
H -2.49993 4.67219 -0.71013
C -0.80620 4.02374 -1.89480
H -0.70400 4.97692 -2.41325
C 0.07836 2.98279 -2.17841
H 0.88211 3.12748 -2.90565
H 2.21612 0.58418 -1.31408
Cl 2.67852 -0.71597 1.61413
C 1.23793 -2.62965 8.21378
C 1.23856 -1.25725 8.50698
C 1.33171 -0.32943 7.47191
C 1.36475 -0.78051 6.14073
C 1.45261 -2.16434 5.84443
C 1.35213 -3.08220 6.88727
N 1.21038 0.12058 5.08112
N 1.30514 1.36440 5.45841
C 1.09493 2.28582 4.45015
C 1.32310 3.64874 4.75379
C 1.11620 4.59548 3.76705
C 0.71012 4.15678 2.49302
C 0.54252 2.79289 2.26678
N 0.67665 1.85931 3.22885
H 1.16132 -3.36006 9.02292
H 1.16598 -0.89981 9.53464
H 1.33641 0.74550 7.64100
H 1.59154 -2.45779 4.80110
H 1.36490 -4.14860 6.66805
H 1.64671 3.84929 5.77080
H 1.26519 5.64946 3.97447
H 0.52495 4.85581 1.67758
H 0.29590 2.40662 1.26751
```

Calculated values
E_LUMO (eV): -1.70
Orbital gap (eV): 6.0
Relative energy (zero: lowest compared OMol25 entry of this formula, charge and spin) (eV): 1.269

Results of the Mulliken charge analysis, in e, for atoms 1 through 4: C -0.318; C -1.012; C -0.275; H 0.361

---

Molecular formula: CH4Cl2O
Method: DFT, ωB97M-V/def2-TZVPD

Structure (XYZ):
```
8
CH4Cl2O ωB97M-V/def2-TZVPD
Cl 1.37941 1.69915 0.10909
C -0.32622 1.36669 -0.09245
Cl -1.09238 2.41649 -1.39086
H -0.52951 0.32565 -0.40925
H -0.83795 1.52996 0.87550
O 0.81230 -2.53428 0.49024
H 0.57653 -2.71174 -0.44847
H 0.01779 -2.09192 0.86617
```

Calculated values
E_LUMO (eV): 0.43
Orbital gap (eV): 11.5
Relative energy (zero: lowest compared OMol25 entry of this formula, charge and spin) (eV): 0.193

Results of the Mulliken charge analysis, in e, for atoms 1 through 4: Cl -0.121; C -0.160; Cl -0.169; H 0.167

---

Molecular formula: C4H7ClN2O
Method: DFT, ωB97M-V/def2-TZVPD

Structure (XYZ):
```
15
C4H7ClN2O ωB97M-V/def2-TZVPD
O 0.40369 -1.23832 -2.50009
C -0.07360 -1.08170 -1.36259
C -0.05194 -2.19054 -0.28439
Cl 1.55179 -2.25999 0.37124
N -0.26468 0.11352 -0.82301
N -0.14198 0.41261 0.54195
C 0.81825 1.53985 0.82970
C -0.66710 1.74128 0.82076
H -0.78276 -1.88695 0.60798
H -0.39335 -3.27599 -0.43262
H -0.55920 0.85886 -1.52305
H 1.16417 1.40811 1.81436
H 1.44847 1.97460 -0.04483
H -1.04171 1.70407 1.99191
H -1.41004 2.18060 -0.00732
```

Calculated values
E_LUMO (eV): 0.73
Orbital gap (eV): 10.1
Relative energy (zero: lowest compared OMol25 entry of this formula, charge and spin) (eV): 3.665

Results of the Mulliken charge analysis, in e, for atoms 1 through 4: O -0.609; C 0.312; C -0.343; Cl -0.159

---

> The highest orbital gap belongs to which entry?

CH4Cl2O